A structure of composition C37H37F3O2OsP2 in a non-equilibrium geometry. Source: OMol25; level of theory: the ωB97M-V functional and the def2-TZVPD basis.

Cartesian coordinates (Å):
Os 0.062 -0.087 4.935
C -1.984 -0.073 6.334
C -2.112 -0.401 4.969
C -2.684 0.561 3.930
C -1.720 1.607 3.308
C -0.399 1.767 4.017
C -0.354 1.911 5.467
C -1.571 2.390 6.252
C -2.333 1.250 6.935
C 2.020 0.339 5.141
H -2.013 -0.873 7.082
H -2.318 -1.466 4.784
H -3.570 1.075 4.341
H -3.066 -0.087 3.125
H -1.523 1.331 2.261
H -2.248 2.570 3.252
H 0.399 2.263 3.439
H 0.543 2.334 5.930
H -2.258 2.979 5.630
H -1.221 3.066 7.046
H -2.068 1.236 8.010
H -3.423 1.456 6.908
H 2.440 -0.046 6.089
H 2.275 1.408 5.107
H 2.585 -0.159 4.330
P 0.010 -2.114 -3.533
P 1.963 0.538 -3.786
C -0.602 -0.516 -4.146
C 0.223 0.560 -4.300
C -0.811 -3.292 -4.700
C -1.975 -2.997 -5.425
C -2.580 -3.967 -6.242
C -2.003 -5.234 -6.367
C -0.808 -5.523 -5.703
C -0.200 -4.554 -4.891
C -0.985 -2.242 -2.003
C -0.616 -1.382 -0.948
C -1.351 -1.390 0.238
C -2.441 -2.256 0.380
C -2.789 -3.123 -0.656
C -2.061 -3.126 -1.850
C 2.629 1.283 -5.376
C 2.593 0.492 -6.546
C 2.961 1.024 -7.788
C 3.393 2.353 -7.885
C 3.475 3.133 -6.730
C 3.108 2.599 -5.486
C 2.039 1.982 -2.668
C 3.193 2.072 -1.861
C 3.377 3.182 -1.031
C 2.412 4.193 -0.998
C 1.262 4.097 -1.781
C 1.063 2.984 -2.610
H -1.650 -0.476 -4.422
H -0.070 1.437 -4.876
H -2.433 -2.011 -5.370
H -3.498 -3.721 -6.773
H -2.486 -5.996 -6.991
H -0.342 -6.508 -5.812
H 0.749 -4.774 -4.398
H 0.235 -0.706 -1.079
H -1.066 -0.721 1.049
H -3.014 -2.253 1.305
H -3.628 -3.808 -0.548
H -2.330 -3.798 -2.671
H 2.245 -0.544 -6.491
H 2.905 0.406 -8.685
H 3.664 2.775 -8.859
H 3.821 4.167 -6.793
H 3.174 3.236 -4.599
H 3.942 1.281 -1.910
H 4.275 3.247 -0.423
H 2.562 5.060 -0.352
H 0.508 4.882 -1.758
H 0.161 2.908 -3.219
F 0.974 -1.186 10.191
C 0.706 -1.747 8.984
F 1.736 -2.587 8.676
F -0.425 -2.506 9.123
C 0.505 -0.622 7.867
O 0.569 0.552 8.215
O 0.277 -1.110 6.690

The value obtained for the largest force on an atom is 0.064 Eh/bohr. The HOMO energy (spin up / spin down) comes out at -13.4 / -13.1 eV. The multiplicity is 5. The value obtained for the molecular weight is 822.87 g/mol. The total charge is +2. Its gap between HOMO and LUMO (spin up / spin down) is 6.83 / 4.61 eV.